Molecular formula: C32H30N3O2PPt
Method: DFT, ωB97M-V with the def2-TZVPD basis set

Geometry (Å):
N1 0.837 1.824 -1.583
C1 0.937 2.975 -1.532
C2 1.008 4.423 -1.560
H1 -0.006 4.819 -1.631
H2 1.597 4.729 -2.426
H3 1.479 4.764 -0.640
N2 2.641 -1.671 -1.954
C3 3.598 -2.292 -2.042
C4 4.807 -3.078 -2.291
H4 5.391 -2.571 -3.063
H5 4.501 -4.072 -2.622
H6 5.365 -3.134 -1.355
N3 -1.262 -1.443 -1.625
C5 -2.291 -2.007 -1.564
C6 -3.582 -2.639 -1.575
H7 -3.580 -3.448 -0.846
H8 -3.773 -3.023 -2.578
H9 -4.347 -1.910 -1.308
Pt1 0.871 -0.490 -0.928
C7 0.775 -2.184 -0.071
O1 0.788 -3.085 0.655
C8 2.391 0.261 -0.088
O2 3.214 0.622 0.640
C9 1.271 0.903 -4.663
C10 -0.148 0.973 -4.540
C11 -0.903 -0.191 -4.541
C12 -0.260 -1.458 -4.664
C13 1.120 -1.526 -4.784
C14 1.896 -0.330 -4.784
H10 1.857 1.820 -4.682
H11 -0.636 1.943 -4.462
H12 -1.988 -0.142 -4.464
H13 -0.857 -2.367 -4.679
H14 1.614 -2.490 -4.898
H15 2.977 -0.387 -4.896
C15 -0.926 4.382 3.117
C16 0.299 4.082 2.516
C17 0.486 2.866 1.865
C18 -0.568 1.939 1.779
C19 -1.783 2.231 2.438
C20 -1.964 3.449 3.082
P1 -0.168 0.291 1.102
C21 0.813 -0.365 2.549
C22 1.996 -1.147 2.538
C23 2.638 -1.534 3.704
C24 2.129 -1.156 4.944
C25 0.966 -0.391 4.995
C26 0.322 -0.014 3.823
C27 -1.814 -0.450 1.148
C28 -1.961 -1.617 1.910
C29 -3.224 -2.154 2.118
C30 -4.344 -1.547 1.548
C31 -4.202 -0.411 0.753
C32 -2.935 0.126 0.523
H16 -1.073 5.342 3.620
H17 1.118 4.802 2.548
H18 1.459 2.621 1.422
H19 -2.601 1.509 2.465
H20 -2.921 3.667 3.556
H21 2.461 -1.499 1.615
H22 3.534 -2.143 3.637
H23 2.632 -1.463 5.861
H24 0.543 -0.092 5.946
H25 -0.585 0.588 3.904
H26 -1.076 -2.066 2.378
H27 -3.317 -3.046 2.735
H28 -5.333 -1.985 1.717
H29 -5.082 0.052 0.295
H30 -2.823 1.015 -0.102

Calculated values
Calculated total energy   -2011.11039 a.u.
HOMO level (alpha / beta)   -0.685 / -0.721 Ha
Charge   +4
F_max   6.48 eV Å⁻¹
2S+1   5

Molecular formula: C2H4N2O2S
Method: DFT, ωB97M-V with the def2-TZVPD basis set

Geometry (Å):
C1 -0.523 -1.004 0.459
C2 0.423 0.042 1.074
N1 -0.830 -0.795 -0.810
N2 -0.452 1.267 -0.970
O1 -0.814 -1.976 1.125
O2 2.085 0.828 -0.874
S1 0.942 1.340 -0.139
H1 -0.097 0.527 1.899
H2 1.321 -0.452 1.448
H3 -1.688 -1.103 -1.237
H4 -0.366 1.327 -1.977

Calculated values
Calculated total energy   -736.61175 a.u.
HOMO level (alpha / beta)   -0.322 / -0.362 Ha
F_max   2.32 eV Å⁻¹
2S+1   3

Molecular formula: C6H13N2OP
Method: DFT, ωB97M-V with the def2-TZVPD basis set

Geometry (Å):
C1 0.810 1.865 1.134
C2 1.598 0.488 0.964
C3 -0.507 1.582 0.455
C4 -1.752 2.378 0.324
C5 0.909 -1.707 -2.334
C6 -1.354 -2.296 0.039
N1 0.707 -0.355 0.295
N2 -0.410 0.286 0.019
O1 -0.423 -1.198 -2.278
P1 -1.519 -0.911 -1.176
H1 0.550 2.172 2.102
H2 1.393 2.750 0.535
H3 2.450 0.672 0.263
H4 2.022 0.124 1.871
H5 -2.251 1.798 -0.420
H6 -1.538 3.369 0.080
H7 -2.266 2.555 1.378
H8 1.430 -1.561 -1.367
H9 1.491 -1.029 -3.074
H10 0.951 -2.715 -2.698
H11 -2.183 -2.235 0.821
H12 -0.373 -2.053 0.342
H13 -1.686 -3.308 -0.380

Calculated values
Calculated total energy   -762.38332 a.u.
HOMO level (alpha / beta)   -0.234 / -0.234 Ha
F_max   3.76 eV Å⁻¹

Molecular formula: C2
Method: DFT, ωB97M-V with the def2-TZVPD basis set

Geometry (Å):
C1 0.000 0.000 1.370
C2 0.000 0.000 -1.370

Calculated values
Calculated total energy   -75.59486 a.u.
HOMO level   -0.295 Ha
F_max   4.05 eV Å⁻¹

Molecular formula: C23H30HoNO8
Method: DFT, ωB97M-V with the def2-TZVPD basis set

Geometry (Å):
C1 -0.124 -0.836 -3.566
C2 -0.561 -0.010 -2.341
C3 1.358 -1.201 -3.329
C4 1.886 -0.071 -2.432
H1 1.863 -1.245 -4.300
H2 1.400 -2.190 -2.853
C5 0.672 0.817 -2.024
H3 -0.779 -0.727 -1.539
H4 -1.454 0.589 -2.554
C6 0.870 1.175 -0.558
H5 0.649 1.735 -2.628
H6 2.606 0.542 -3.001
C7 2.542 -0.426 -1.048
C8 -1.045 -1.993 -3.908
C9 -0.318 -0.029 -4.852
O1 0.422 -0.054 -5.815
O2 -1.929 -2.400 -3.177
O3 -0.834 -2.457 -5.152
O4 -1.471 0.678 -4.784
C10 -2.312 0.759 -5.953
H7 -3.327 0.860 -5.565
H8 -2.237 -0.154 -6.559
H9 -2.050 1.634 -6.559
C11 -1.681 -3.536 -5.541
H10 -1.544 -4.417 -4.906
H11 -1.388 -3.765 -6.564
H12 -2.732 -3.234 -5.494
O5 2.059 0.544 -0.070
H13 0.023 0.859 0.079
H14 1.007 2.262 -0.438
C12 4.062 -0.290 -1.132
C13 2.190 -1.815 -0.513
H15 2.642 -2.610 -1.117
H16 1.106 -1.967 -0.466
H17 2.581 -1.899 0.509
H18 4.514 -0.423 -0.141
H19 4.333 0.703 -1.515
H20 4.474 -1.048 -1.812
Ho1 -0.082 0.875 4.495
C14 0.346 3.366 4.776
C15 0.852 3.059 3.469
C16 -0.246 2.630 2.658
H21 1.865 3.255 3.121
C17 -1.436 2.697 3.453
C18 -1.072 3.152 4.762
H22 -1.753 3.429 5.569
H23 0.871 3.895 5.567
H24 -0.209 2.438 1.586
H25 -2.451 2.485 3.112
C19 -0.756 -1.837 4.693
C20 -1.709 -1.126 5.485
C21 -2.447 -0.262 4.625
H26 -1.909 -1.258 6.549
C22 -1.979 -0.457 3.287
C23 -0.916 -1.421 3.328
H27 -0.427 -1.876 2.461
H28 -0.059 -2.599 5.045
H29 -3.296 0.347 4.929
H30 -2.449 -0.040 2.396
O6 0.648 1.372 8.299
N1 0.461 1.244 7.117
O7 -0.746 1.125 6.614
O8 1.427 1.144 6.217

Calculated values
Calculated total energy   -2498.98610 a.u.
HOMO level (alpha / beta)   0.077 / -0.011 Ha
Charge   -2
F_max   3.69 eV Å⁻¹
2S+1   5

Molecular formula: C24H33N5O2S
Method: DFT, ωB97M-V with the def2-TZVPD basis set

Geometry (Å):
O1 -20.642 -4.584 10.839
S1 -20.465 -5.507 9.670
O2 -19.159 -5.707 9.073
C1 -21.309 -7.074 10.056
C2 -22.701 -7.127 9.417
C3 -23.025 -5.793 8.705
C4 -21.768 -4.966 8.350
H1 -21.397 -7.201 11.135
H2 -20.569 -7.678 9.532
H3 -22.705 -7.875 8.623
H4 -23.576 -7.369 10.019
H5 -23.588 -5.107 9.337
H6 -23.596 -5.955 7.791
H7 -21.883 -3.883 8.306
H8 -21.363 -5.362 7.419
C5 -20.200 -10.012 15.473
C6 -19.003 -9.267 15.267
C7 -17.987 -10.210 14.833
N1 -18.524 -11.501 14.983
C8 -19.862 -11.383 15.290
H9 -21.093 -9.518 15.828
H10 -18.896 -8.204 15.425
H11 -16.958 -10.071 14.534
H12 -18.144 -12.407 14.747
H13 -20.467 -12.250 15.512
C9 -26.907 1.238 7.462
C10 -26.193 0.775 6.353
C11 -26.825 1.266 5.268
N2 -27.886 2.013 5.658
C12 -28.022 1.974 7.057
H14 -26.549 1.121 8.474
H15 -25.318 0.142 6.327
H16 -26.434 1.295 4.262
H17 -28.387 2.658 5.065
H18 -28.531 2.597 7.777
C13 -22.138 3.193 14.100
C14 -22.897 2.177 14.683
C15 -22.460 1.037 14.059
N3 -21.474 1.217 13.121
C16 -21.227 2.577 13.215
H19 -22.156 4.255 14.293
H20 -23.740 2.327 15.342
H21 -22.899 0.058 14.177
H22 -20.957 0.578 12.534
H23 -20.384 2.957 12.657
C17 -18.302 -0.641 7.048
C18 -18.868 -0.581 5.742
C19 -17.948 -0.829 4.754
N4 -16.784 -1.013 5.454
C20 -16.972 -0.985 6.817
H24 -18.710 -0.482 8.035
H25 -19.911 -0.412 5.519
H26 -18.121 -0.956 3.695
H27 -15.925 -1.378 5.069
H28 -16.202 -1.268 7.521
C21 -25.649 -6.533 3.569
C22 -25.055 -5.426 3.005
C23 -25.465 -4.303 3.539
N5 -26.607 -4.476 4.234
C24 -26.760 -5.897 4.251
H29 -25.327 -7.528 3.302
H30 -24.281 -5.411 2.253
H31 -25.193 -3.289 3.284
H32 -27.204 -3.778 4.655
H33 -27.612 -6.266 4.803

Calculated values
Calculated total energy   -1756.57147 a.u.
HOMO level   -0.289 Ha
SMILES string   O=S1(=O)CCCC1.c1cc[nH]c1.c1cc[nH]c1.c1cc[nH]c1.c1cc[nH]c1.c1cc[nH]c1
F_max   4.87 eV Å⁻¹

Molecular formula: C36H46F2O12
Method: DFT, ωB97M-V with the def2-TZVPD basis set

Geometry (Å):
C1 -3.548 10.100 -0.439
O1 -2.441 9.890 -1.303
C2 -1.947 8.607 -1.263
O2 -2.278 7.703 -0.547
O3 -1.042 8.478 -2.186
C3 -0.345 7.271 -2.470
H1 -4.312 9.474 -0.900
H2 -3.983 11.099 -0.404
H3 -3.634 9.765 0.595
H4 0.588 7.186 -1.913
H5 -0.063 7.139 -3.515
H6 -0.993 6.426 -2.238
C4 0.560 -9.930 -1.770
O4 1.413 -11.083 -1.984
C5 2.305 -11.188 -3.071
O5 2.421 -10.438 -4.065
O6 3.008 -12.261 -2.808
C6 3.977 -12.873 -3.652
H7 0.050 -9.977 -0.808
H8 -0.120 -9.869 -2.620
H9 1.168 -9.029 -1.851
H10 3.826 -12.844 -4.731
H11 4.116 -13.870 -3.233
H12 4.915 -12.318 -3.643
C7 9.943 5.045 -3.701
O7 8.923 4.608 -2.845
C8 9.204 4.226 -1.543
O8 10.256 4.282 -1.026
O9 8.101 3.593 -1.080
C9 8.014 2.740 0.007
H13 9.379 5.759 -4.301
H14 10.225 4.201 -4.331
H15 10.802 5.470 -3.182
H16 8.838 2.878 0.708
H17 7.992 1.682 -0.255
H18 7.055 2.965 0.472
C10 4.012 7.554 5.622
O10 4.397 7.698 6.986
C11 5.104 6.720 7.578
O11 5.601 5.708 7.040
O12 5.466 7.116 8.797
C12 6.553 6.491 9.498
H19 3.775 6.550 5.270
H20 4.742 8.015 4.958
H21 3.084 8.073 5.381
H22 6.230 5.455 9.605
H23 6.522 6.792 10.545
H24 7.488 6.706 8.980
F1 -1.939 -2.596 -1.164
C13 -1.262 -1.633 -0.455
C14 -0.269 -0.894 -1.072
C15 0.421 0.112 -0.329
C16 0.120 0.187 1.043
C17 -0.887 -0.510 1.664
C18 -1.660 -1.368 0.883
H25 -0.008 -1.030 -2.112
H26 1.242 0.672 -0.753
H27 0.585 1.033 1.528
H28 -1.207 -0.377 2.687
H29 -2.459 -1.977 1.280
F2 -9.595 -9.677 -9.408
C19 -8.532 -9.231 -8.795
C20 -8.809 -8.805 -7.493
C21 -7.790 -8.198 -6.830
C22 -6.488 -8.234 -7.305
C23 -6.158 -8.902 -8.479
C24 -7.218 -9.317 -9.307
H30 -9.752 -9.072 -7.037
H31 -8.092 -7.792 -5.876
H32 -5.698 -7.767 -6.735
H33 -5.128 -8.901 -8.804
H34 -6.990 -9.644 -10.311
C25 -8.023 1.472 -6.380
C26 -7.102 1.129 -5.324
C27 -7.479 0.296 -4.347
C28 -8.719 -0.316 -4.431
C29 -9.658 -0.059 -5.468
C30 -9.286 0.805 -6.449
H35 -7.822 2.263 -7.087
H36 -6.112 1.547 -5.216
H37 -6.836 0.237 -3.481
H38 -9.089 -0.936 -3.628
H39 -10.666 -0.428 -5.346
H40 -9.994 1.158 -7.184
C31 2.283 1.208 12.864
C32 2.572 -0.121 12.478
C33 2.202 -0.558 11.221
C34 1.583 0.311 10.374
C35 1.349 1.609 10.715
C36 1.652 2.121 11.965
H41 2.521 1.536 13.866
H42 2.987 -0.886 13.118
H43 2.433 -1.569 10.919
H44 1.138 -0.083 9.472
H45 0.873 2.250 9.988
H46 1.416 3.155 12.171

Calculated values
Calculated total energy   -2501.83232 a.u.
HOMO level   -0.331 Ha
SMILES string   COC(=O)OC.COC(=O)OC.COC(=O)OC.COC(=O)OC.Fc1ccccc1.Fc1ccccc1.c1ccccc1.c1ccccc1
F_max   4.20 eV Å⁻¹

Molecular formula: C3H10NPS2
Method: DFT, ωB97M-V with the def2-TZVPD basis set

Geometry (Å):
C1 -0.418 0.595 2.869
C2 -0.482 -0.118 -3.402
C3 0.109 1.360 1.721
N1 1.366 -1.421 -0.171
P1 -0.031 -0.480 -0.361
S1 -1.569 -1.654 -0.554
S2 0.515 0.653 -2.090
H1 -1.461 0.323 2.717
H2 0.165 -0.309 3.053
H3 -0.360 1.207 3.779
H4 0.193 -0.632 -4.079
H5 -1.016 0.671 -3.921
H6 -1.180 -0.820 -2.952
H7 1.170 1.539 1.665
H8 -0.518 2.121 1.286
H9 1.292 -2.144 0.532
H10 2.225 -0.891 -0.092

Calculated values
Calculated total energy   -1312.75061 a.u.
HOMO level (alpha / beta)   -0.289 / -0.294 Ha
F_max   2.57 eV Å⁻¹

Molecular formula: CHCl2NO2
Method: DFT, ωB97M-V with the def2-TZVPD basis set

Geometry (Å):
Cl1 1.532 -1.512 -0.086
N1 2.123 -0.005 -0.554
Cl2 3.654 0.232 0.400
H1 1.375 0.547 -0.277
O1 -4.054 0.183 0.258
C1 -2.885 0.270 0.203
O2 -1.745 0.284 0.056

Calculated values
Calculated total energy   -1164.27357 a.u.
HOMO level   -0.370 Ha
SMILES string   ClNCl.O=C=O
F_max   3.39 eV Å⁻¹

Molecular formula: C12H23N2O
Method: DFT, ωB97M-V with the def2-TZVPD basis set

Geometry (Å):
C1 3.697 -1.768 0.242
C2 2.873 -0.562 -0.129
C3 3.166 0.660 0.723
N1 2.042 -0.620 -1.081
C4 0.613 -0.364 -1.045
C5 0.181 1.128 -1.164
C6 -1.124 1.447 -0.430
C7 -0.886 1.873 1.027
C8 -1.807 2.639 -1.108
N2 -2.052 0.283 -0.550
O1 -2.384 0.073 -1.772
C9 -1.565 -0.962 0.149
C10 -2.103 -2.187 -0.598
C11 -2.147 -1.027 1.582
C12 -0.017 -1.052 0.157
H1 3.460 -2.040 1.272
H2 3.510 -2.584 -0.449
H3 4.766 -1.532 0.233
H4 4.238 0.859 0.640
H5 2.649 1.543 0.363
H6 2.965 0.490 1.784
H7 0.196 -0.851 -1.929
H8 0.066 1.339 -2.227
H9 0.952 1.803 -0.795
H10 -1.800 1.850 1.613
H11 -0.502 2.893 0.999
H12 -0.101 1.281 1.497
H13 -1.148 3.508 -1.056
H14 -2.030 2.439 -2.151
H15 -2.714 2.905 -0.562
H16 -3.177 -2.123 -0.754
H17 -1.911 -3.043 0.054
H18 -1.570 -2.373 -1.528
H19 -2.575 -0.068 1.861
H20 -1.396 -1.345 2.305
H21 -2.970 -1.740 1.602
H22 0.226 -2.115 0.129
H23 0.376 -0.660 1.097

Calculated values
Calculated total energy   -655.66463 a.u.
HOMO level (alpha / beta)   -0.295 / -0.295 Ha
F_max   2.58 eV Å⁻¹
2S+1   2

Molecular formula: C35H42F4GeN6O2SSc
Method: DFT, ωB97M-V with the def2-TZVPD basis set

Geometry (Å):
Sc1 -0.419 -1.230 0.520
C1 0.641 -2.999 3.384
N1 1.128 -1.902 2.523
C2 2.573 -2.145 2.337
C3 0.940 -0.633 3.258
C4 1.363 0.594 2.457
N2 0.888 0.518 1.016
C5 2.032 0.368 0.141
C6 2.306 -0.826 -0.516
F1 1.486 -1.907 -0.282
C7 3.399 -0.991 -1.324
F2 3.572 -2.174 -1.933
C8 4.302 0.028 -1.505
C9 4.080 1.214 -0.840
F3 4.931 2.224 -0.967
C10 2.970 1.375 -0.039
F4 2.782 2.531 0.600
H1 1.258 -3.093 4.283
H2 -0.382 -2.809 3.703
H3 0.688 -3.946 2.844
H4 3.071 -2.240 3.306
H5 2.720 -3.071 1.784
H6 3.053 -1.338 1.793
H7 -0.116 -0.558 3.511
H8 1.508 -0.641 4.196
H9 0.955 1.468 2.949
H10 2.442 0.710 2.483
H11 5.176 -0.107 -2.131
C11 -2.847 -0.820 2.910
O1 -1.917 -1.594 2.130
C12 -2.354 -2.957 1.942
C13 -2.955 -3.128 0.585
O2 -1.959 -2.718 -0.374
C14 -2.402 -3.062 -1.702
H12 -2.905 -1.233 3.916
H13 -3.832 -0.826 2.448
H14 -2.478 0.196 2.946
H15 -3.058 -3.250 2.719
H16 -1.470 -3.587 2.001
H17 -3.852 -2.524 0.458
H18 -3.215 -4.177 0.435
H19 -2.416 -4.146 -1.809
H20 -1.725 -2.611 -2.405
H21 -3.408 -2.675 -1.867
C15 2.504 -4.452 -4.978
C16 1.893 -3.134 -4.673
N3 1.963 -2.075 -5.399
N4 1.290 -1.130 -4.668
C17 0.793 -1.555 -3.510
S1 -0.062 -0.570 -2.425
N5 1.175 -2.866 -3.506
N6 0.928 -3.760 -2.475
H22 2.922 -4.421 -5.981
H23 1.769 -5.255 -4.924
H24 3.311 -4.673 -4.274
H25 1.181 -0.198 -5.033
H26 1.809 -4.124 -2.139
H27 0.370 -4.525 -2.830
C18 -4.809 0.943 0.305
C19 -3.870 0.124 -0.307
C20 -2.518 0.388 -0.142
C21 -2.068 1.476 0.620
C22 -3.030 2.294 1.219
C23 -4.387 2.028 1.069
Ge1 -0.221 2.148 0.491
C24 0.015 3.525 1.807
C25 0.593 4.734 1.414
C26 0.727 5.773 2.328
C27 0.282 5.612 3.635
C28 -0.318 4.420 4.028
C29 -0.453 3.382 3.118
C30 0.002 2.693 -1.352
C31 -1.141 2.666 -2.159
C32 -1.100 3.150 -3.461
C33 0.082 3.662 -3.977
C34 1.219 3.712 -3.179
C35 1.179 3.244 -1.872
H28 -5.866 0.752 0.167
H29 -4.198 -0.679 -0.957
H30 -1.803 -0.178 -0.725
H31 -2.719 3.163 1.788
H32 -5.119 2.691 1.515
H33 0.935 4.870 0.391
H34 1.177 6.708 2.018
H35 0.392 6.420 4.346
H36 -0.683 4.304 5.042
H37 -0.943 2.466 3.433
H38 -2.077 2.278 -1.780
H39 -1.999 3.135 -4.068
H40 0.112 4.044 -4.992
H41 2.139 4.137 -3.567
H42 2.069 3.347 -1.266

Calculated values
Calculated total energy   -5472.71903 a.u.
HOMO level (alpha / beta)   -0.416 / -0.491 Ha
Charge   +2
F_max   1.28 eV Å⁻¹
2S+1   2